(1)
82
Properties=species:S:1:pos:R:3:forces:R:3:lowdin_spin:R:1 method="wB97M-V/def2-TZVPD" multiplicity=2 charge=+2 e_above_lowest_kcal_mol=25.01 e_tot_ha=-5626.53718 e_lumo_ha="-0.2598 / -0.2833" largest_force_ev_per_a=3.64 e_homo_ev="-13.573 / -13.573"
W 0.122 -2.261 -1.274 -0.551 0.361 -0.835 0.01
Cl 3.174 -3.592 -0.280 0.000 -0.423 -1.046 0.00
C 3.224 -2.874 1.260 0.815 0.314 0.321 0.00
C 4.482 -2.728 1.878 -0.535 -1.367 -1.467 0.00
C 4.534 -2.403 3.192 0.663 0.568 0.737 0.00
C 3.391 -1.903 3.801 -0.429 -0.131 -0.864 0.00
C 2.175 -1.919 3.131 -0.589 0.334 0.126 0.00
C 2.043 -2.500 1.837 -0.267 0.396 1.422 0.00
P 0.359 -2.831 1.184 0.540 -0.291 1.079 0.00
C -0.651 -1.751 2.227 -0.574 1.284 0.517 0.00
C -1.228 -2.229 3.415 0.043 2.175 -0.826 0.00
C -1.812 -1.275 4.258 0.918 0.409 -0.174 0.00
C -1.715 0.120 4.063 -1.149 -1.807 0.214 0.00
C -1.247 0.566 2.848 0.374 1.164 0.604 0.00
C -0.706 -0.344 1.987 1.288 -1.730 -1.178 0.00
C -0.098 -4.500 1.718 -1.404 0.208 -0.427 0.00
C -1.509 -4.741 1.742 1.520 0.015 0.076 0.07
C -1.937 -6.000 2.145 0.346 -0.119 -0.124 0.06
C -1.115 -7.089 2.431 2.575 1.921 -0.575 0.01
C 0.278 -6.816 2.345 -0.572 0.513 0.814 0.02
C 0.768 -5.527 2.066 -0.896 -0.086 -0.353 0.03
H 5.349 -3.044 1.305 -0.036 0.053 0.219 0.00
H 5.480 -2.468 3.740 -0.385 0.242 -0.272 0.00
H 3.530 -1.430 4.738 -0.390 0.206 0.931 0.00
H 1.285 -1.447 3.581 0.697 -0.427 -0.094 0.00
H -1.120 -3.242 3.673 -0.303 -1.009 0.497 0.00
H -2.246 -1.609 5.160 -0.390 -0.392 0.927 0.00
H -2.103 0.745 4.863 0.126 0.160 -0.374 0.00
H -1.183 1.642 2.655 -0.008 -0.465 -0.165 0.00
H -0.101 -0.011 1.153 -0.424 0.356 -0.239 0.00
H -2.249 -3.947 1.554 0.524 -0.471 0.144 0.00
H -2.966 -6.077 2.260 -1.772 -0.470 0.363 0.00
H -1.483 -8.027 2.752 -0.354 -0.705 0.173 0.00
H 1.082 -7.452 2.683 -0.434 -0.823 -0.133 0.00
H 1.825 -5.358 2.158 0.330 0.118 -0.136 0.00
S 3.611 2.581 -5.958 -2.152 0.846 -0.014 0.00
N 3.889 1.078 -5.603 0.314 -0.972 0.775 0.00
C 2.845 0.629 -4.925 0.296 -1.243 -0.303 0.00
C 2.804 -0.719 -4.375 -0.001 1.769 -0.941 0.00
C 3.776 -1.667 -4.591 0.343 -1.822 1.145 0.00
C 3.576 -2.969 -4.062 0.192 1.501 -1.022 0.00
C 2.466 -3.159 -3.253 0.762 0.552 0.109 0.00
N 1.622 -2.171 -2.985 -1.177 -0.492 0.497 0.00
C 1.700 -0.987 -3.617 -0.155 -1.644 1.163 0.00
C 0.618 -0.090 -3.379 -0.622 0.583 -1.294 0.00
N -0.504 -0.536 -2.764 0.645 0.617 0.737 0.00
C -1.427 0.388 -2.481 -1.057 0.160 0.882 0.00
C -1.379 1.756 -2.887 -0.801 -1.034 0.044 0.00
C -0.404 2.028 -3.830 -0.985 1.401 0.936 0.00
C 0.638 1.153 -3.990 -0.443 -0.268 -0.239 0.00
C 1.741 1.519 -4.803 3.475 0.101 -0.851 0.00
N 2.072 2.675 -5.368 -0.009 0.881 -0.056 0.00
H 4.713 -1.353 -5.029 -0.081 -0.240 -0.472 0.00
H 4.268 -3.763 -4.310 -0.043 -0.016 0.325 0.00
H 2.328 -4.044 -2.665 0.023 -0.454 -0.353 0.00
H -2.281 0.004 -1.856 0.936 0.625 -0.754 0.00
H -2.140 2.487 -2.496 0.963 -0.888 -0.789 0.00
H -0.331 2.959 -4.379 -0.251 0.178 0.242 0.00
S -3.101 -5.879 -0.344 -0.011 -0.113 -0.156 0.69
Sb -2.327 -4.498 -2.042 0.245 0.572 0.140 0.05
S -2.078 -2.207 -0.784 -0.389 -0.367 -0.229 0.01
S 0.118 -4.543 -1.941 -0.115 -0.403 0.227 0.02
O 0.986 -0.948 -0.637 0.804 0.197 0.351 0.01
N 1.506 7.606 0.022 0.049 1.151 1.500 0.00
O 2.474 7.681 0.728 -0.312 -0.315 -0.172 0.00
O 1.412 7.427 -1.133 -0.223 -0.420 -0.897 0.00
O -2.081 4.764 -2.008 0.340 -0.255 2.544 0.00
S -1.942 4.728 -0.530 -0.164 -1.329 -3.383 0.00
O -1.829 3.403 0.067 0.043 1.508 -0.165 0.00
N -0.692 5.730 -0.134 1.322 -0.615 -0.359 0.00
C -1.088 6.773 0.466 -0.688 0.196 0.968 0.00
S -0.107 8.135 0.962 0.367 -0.912 -0.654 0.00
C -2.545 6.780 0.789 0.044 0.382 0.313 0.00
C -3.293 7.658 1.530 -0.557 1.866 0.376 0.00
C -4.694 7.636 1.420 0.702 -2.072 -1.295 0.00
C -5.314 6.618 0.666 -0.339 0.637 0.410 0.00
C -4.526 5.629 0.065 -1.203 -0.397 -0.041 0.00
C -3.175 5.735 0.144 0.177 0.232 0.548 0.00
H -2.852 8.485 2.121 -0.076 -0.644 -0.518 0.00
H -5.304 8.388 1.820 -0.533 0.909 0.813 0.00
H -6.427 6.636 0.575 1.180 -0.221 -0.005 0.00
H -4.958 4.785 -0.465 -0.131 0.190 0.034 0.00

(2)
95
Properties=species:S:1:pos:R:3:forces:R:3:mulliken_charge:R:1 method="wB97M-V/def2-TZVPD" charge=0 e_above_lowest_kcal_mol=20.40 e_tot_ha=-3618.30143 e_lumo_ha=-0.0531 largest_force_ev_per_a=2.52 e_homo_ev=-9.656
Y 5.361 14.600 -21.701 -0.794 1.538 -0.625 0.80
O 7.178 15.212 -23.110 -0.246 -0.028 0.307 0.19
C 8.104 15.456 -23.865 -0.023 0.796 0.312 0.42
O 9.197 14.810 -23.913 0.708 -0.651 0.196 -0.66
B 10.122 15.406 -24.959 0.989 -0.279 -0.240 1.18
O 9.390 16.593 -25.407 -0.387 0.041 0.274 -0.60
C 8.185 16.644 -24.861 0.458 -0.476 -0.734 0.36
O 7.302 17.387 -25.144 -0.462 0.374 0.309 -0.55
O 10.351 14.412 -25.999 -0.667 0.233 -0.236 -0.57
C 11.658 14.300 -26.249 0.004 -0.261 0.328 0.59
O 12.165 13.610 -27.070 0.012 -0.051 -0.275 -0.55
C 12.371 15.132 -25.174 1.529 -0.399 -0.271 0.60
O 11.461 15.720 -24.437 -1.445 0.580 0.660 -0.55
O 13.556 15.176 -25.005 -0.400 0.088 -0.067 -0.57
O 1.284 21.044 -17.274 -0.096 0.316 0.114 -0.55
C 1.445 19.876 -17.388 0.022 -0.427 0.007 0.63
O 2.622 19.264 -17.572 0.230 -0.376 -0.597 -0.57
B 2.404 17.832 -17.765 -0.443 0.890 0.971 0.85
O 0.966 17.621 -17.627 0.414 -1.108 0.049 -0.54
C 0.352 18.765 -17.424 -0.239 1.730 -0.605 0.56
O -0.815 19.011 -17.439 0.017 -0.603 0.344 -0.54
O 2.862 17.271 -19.071 -0.151 0.103 -0.625 -0.42
C 3.735 16.344 -18.891 -0.274 0.937 0.904 0.48
O 4.258 15.684 -19.754 0.516 -1.012 -0.877 0.40
C 4.048 16.281 -17.372 -0.719 -0.159 0.020 0.31
O 3.243 17.122 -16.768 0.344 -0.623 -0.285 -0.52
O 4.849 15.537 -16.889 0.500 -0.155 0.202 -0.57
O -2.155 15.109 -25.114 -0.043 -0.191 -0.244 -0.58
C -1.652 14.649 -24.139 -0.422 0.752 0.341 0.56
O -0.407 14.215 -24.023 0.655 -0.194 0.208 -0.55
B -0.158 13.802 -22.632 -1.445 -0.093 -0.794 0.86
O -1.374 14.089 -21.896 0.741 -0.150 0.234 -0.51
C -2.286 14.616 -22.717 0.378 -0.034 -0.436 0.55
O -3.346 15.037 -22.411 -0.572 0.075 0.136 -0.53
O 1.060 14.491 -22.109 0.300 -0.050 0.167 -0.33
C 1.984 13.605 -21.971 -0.633 0.025 -0.014 0.46
O 3.146 13.828 -21.707 1.161 0.379 0.073 0.28
C 1.423 12.202 -22.251 0.225 0.088 -0.313 0.13
O 0.188 12.359 -22.630 0.194 -0.212 0.429 -0.54
O 2.097 11.213 -22.194 0.002 -0.268 0.060 -0.56
N 5.351 12.809 -20.112 0.360 -1.773 1.239 1.38
C 5.480 12.992 -18.781 -0.038 0.826 0.996 0.02
C 5.210 12.068 -17.789 -0.140 -1.041 -0.389 -1.14
C 4.862 10.789 -18.184 0.070 -0.385 -0.268 -0.57
C 4.766 10.526 -19.539 0.441 0.184 -0.179 -0.90
C 5.045 11.530 -20.453 -1.061 0.293 -0.001 -0.06
H 5.785 13.936 -18.342 -0.122 0.359 -0.824 0.20
H 5.270 12.289 -16.734 0.177 0.427 -0.101 0.58
H 4.707 9.959 -17.507 -0.148 0.269 0.274 0.42
H 4.498 9.537 -19.882 -0.023 0.058 -0.161 0.54
H 4.835 11.322 -21.492 0.252 0.097 -0.074 -0.01
N 7.201 15.020 -20.134 1.122 0.879 0.857 1.41
C 8.219 14.167 -19.936 -0.313 -0.622 0.635 -0.05
C 9.048 14.206 -18.825 0.513 0.009 -0.496 -1.03
C 8.935 15.212 -17.894 -0.140 0.201 0.023 -0.57
C 7.964 16.180 -18.120 0.493 -0.498 -0.144 -1.32
C 7.165 16.038 -19.238 -0.562 0.247 0.193 -0.42
H 8.316 13.284 -20.555 -0.169 0.244 -0.410 0.23
H 9.853 13.491 -18.717 -0.190 -0.204 -0.115 0.51
H 9.613 15.186 -17.051 -0.176 0.334 0.140 0.45
H 7.796 17.025 -17.470 0.037 -0.040 0.076 0.51
H 6.403 16.803 -19.305 -0.176 -0.244 -0.659 0.52
N 5.342 17.083 -21.912 0.134 1.415 0.211 1.31
C 4.160 17.720 -21.947 -0.471 -0.086 -0.408 -0.13
C 3.978 19.096 -22.027 0.312 -0.243 0.086 -1.08
C 5.096 19.915 -22.037 -0.118 -0.560 -1.023 -0.70
C 6.331 19.280 -22.087 -0.140 0.491 0.433 -1.03
C 6.408 17.908 -21.972 0.238 -0.250 0.216 -0.69
H 3.272 17.102 -21.987 0.043 -0.117 0.275 0.43
H 2.981 19.495 -22.139 -0.049 -0.027 0.234 0.53
H 4.998 20.979 -22.201 0.066 0.064 0.304 0.46
H 7.232 19.870 -22.185 0.098 -0.142 0.080 0.47
H 7.397 17.482 -21.864 -0.092 -0.333 -0.259 0.60
N 5.906 12.793 -23.166 1.290 -1.912 -1.003 2.09
C 7.181 12.283 -23.120 -0.983 0.207 0.671 -0.16
C 7.581 11.089 -23.687 -0.093 0.322 0.674 -1.18
C 6.632 10.315 -24.323 -0.029 0.068 -0.881 -0.68
C 5.350 10.817 -24.450 -0.038 0.308 0.187 -0.89
C 5.041 12.050 -23.888 -0.012 0.246 -0.098 -0.45
H 7.902 12.814 -22.515 -0.041 0.314 -0.197 0.15
H 8.602 10.783 -23.508 0.023 -0.118 -0.321 0.55
H 6.893 9.412 -24.860 0.062 -0.178 0.344 0.42
H 4.593 10.269 -24.991 -0.063 0.077 -0.011 0.53
H 4.069 12.484 -24.083 -0.115 -0.018 0.325 0.26
N 4.370 15.242 -24.133 -0.123 0.102 -1.150 0.72
C 3.148 15.756 -24.360 -0.451 -0.381 0.787 0.11
C 2.608 16.069 -25.595 0.188 0.438 0.235 -1.46
C 3.413 15.944 -26.697 0.154 -0.709 -0.642 -0.61
C 4.686 15.409 -26.532 -0.367 0.187 0.100 -1.32
C 5.104 15.074 -25.261 0.115 -0.001 0.252 -0.40
H 2.494 15.858 -23.501 0.147 0.008 0.067 0.40
H 1.599 16.445 -25.681 -0.042 -0.093 0.160 0.54
H 3.020 16.122 -27.690 0.100 0.244 0.025 0.44
H 5.324 15.240 -27.387 0.125 -0.007 0.082 0.51
H 6.085 14.636 -25.164 -0.010 -0.078 0.227 0.65

(3)
75
Properties=species:S:1:pos:R:3:forces:R:3:lowdin_spin:R:1 method="wB97M-V/def2-TZVPD" multiplicity=6 charge=0 e_above_lowest_kcal_mol=27.97 e_tot_ha=-4823.11058 e_lumo_ha="-0.0273 / -0.0444" largest_force_ev_per_a=3.26 e_homo_ev="-5.541 / -7.810"
Ru -1.162 -1.108 0.405 0.994 -1.147 -0.565 2.41
Br -7.321 0.208 4.118 -0.337 0.240 -0.184 0.00
C -5.800 -0.436 3.213 0.239 -1.955 1.676 0.01
C -5.349 -1.734 3.574 -1.246 -0.048 0.312 0.14
C -4.156 -2.140 3.054 0.896 0.746 -0.119 0.01
C -3.323 -1.290 2.295 -1.378 -0.028 -0.148 0.12
O -2.185 -1.792 1.851 0.895 0.129 0.171 0.22
C -3.755 0.026 1.928 -0.035 -2.278 0.544 0.05
C -3.102 0.906 1.070 -0.102 1.596 0.556 0.35
N -1.991 0.701 0.296 -0.091 -1.294 -0.457 0.24
C -1.122 1.752 -0.004 0.431 0.915 1.697 0.03
C -0.365 2.331 1.002 0.721 1.014 2.109 0.07
C 0.514 3.451 0.799 -1.190 -2.719 -1.349 0.00
C 0.628 3.902 -0.526 1.267 1.029 1.895 0.05
C -0.111 3.358 -1.567 1.332 0.643 -0.224 0.02
C 0.172 3.795 -2.936 -0.070 -0.316 0.795 0.30
C -0.448 3.133 -3.962 -0.917 -1.559 0.702 0.03
C -1.359 2.131 -3.684 -0.519 -0.124 -0.188 0.30
N -1.666 1.774 -2.336 -0.414 -0.014 -1.319 0.12
C -0.929 2.271 -1.254 -1.127 0.327 -1.724 0.05
C -5.008 0.352 2.472 -0.678 2.924 -0.926 0.08
H -5.889 -2.455 4.244 0.299 1.164 -0.783 0.01
H -3.809 -3.096 3.372 0.543 -0.586 -0.215 0.00
H -3.411 1.932 1.217 -0.101 0.284 -0.426 0.02
H -0.494 1.909 2.051 0.242 0.551 -1.453 0.00
H 1.214 3.647 1.592 -0.058 0.748 0.058 0.00
H 1.384 4.699 -0.685 -0.700 -0.549 -0.336 0.00
H 0.986 4.476 -3.137 -0.166 0.148 0.260 0.02
H -0.197 3.223 -4.981 0.254 0.588 -1.011 -0.01
H -2.008 1.597 -4.409 0.865 0.545 0.519 0.02
H -5.381 1.369 2.239 0.199 -0.607 0.171 0.00
C 6.455 -1.577 1.141 -1.326 -0.026 -0.644 0.00
C 5.297 -0.770 1.814 1.034 -0.882 -0.198 0.00
C 5.795 0.631 2.055 1.838 -0.102 1.229 0.00
C 6.049 1.347 0.752 0.558 0.212 -1.322 0.00
C 4.830 1.261 -0.151 0.117 -1.083 -0.002 0.00
C 4.587 2.197 -1.115 -1.266 -0.550 -0.461 0.00
C 3.403 2.150 -1.879 0.812 -0.237 0.731 0.00
F 3.183 3.188 -2.698 -0.048 -0.183 -0.327 0.00
C 2.474 1.160 -1.702 -0.663 1.774 -0.333 0.00
C 2.652 0.253 -0.684 0.636 -1.281 0.515 0.00
C 1.560 -0.666 -0.326 1.666 -0.160 -0.210 0.02
O 0.420 -0.494 -0.801 -1.488 0.718 -0.720 0.04
C 1.899 -1.744 0.494 1.076 -0.804 0.963 0.01
C 3.144 -1.727 1.132 -0.779 1.272 -0.438 0.00
N 4.085 -0.758 0.976 -0.943 -1.048 0.048 0.00
C 3.895 0.201 -0.003 -0.508 0.820 0.478 0.00
C 1.023 -3.011 0.711 1.670 0.210 0.359 0.01
O 1.592 -4.029 1.057 0.500 -0.021 0.092 0.01
O -0.214 -2.924 0.501 -1.638 0.463 -0.513 0.03
H 7.403 -1.303 1.569 0.323 -0.408 0.712 0.00
H 6.553 -1.176 0.135 -0.182 -0.339 -0.368 0.00
H 6.255 -2.672 1.081 0.314 0.881 0.192 0.00
H 5.023 -1.248 2.753 -0.084 0.056 0.012 0.00
H 6.766 0.563 2.656 -1.164 -0.046 -0.868 0.00
H 5.159 1.179 2.729 -0.666 0.351 -0.077 0.00
H 6.984 0.957 0.196 -1.395 0.607 0.961 0.00
H 6.175 2.419 0.927 0.404 -0.162 0.069 0.00
H 5.272 2.976 -1.295 0.679 0.941 -0.089 0.00
H 1.502 1.266 -2.165 0.053 -0.263 -0.207 0.00
H 3.278 -2.433 1.918 0.525 -0.655 0.216 0.00
N -7.515 -1.757 -0.961 0.924 -0.310 0.206 0.00
C -6.412 -2.098 -1.011 0.386 0.102 -0.677 0.00
C -5.033 -2.560 -1.277 -0.770 -0.497 0.114 0.00
C -4.823 -3.753 -1.952 2.280 -0.470 -0.410 0.00
C -3.458 -4.126 -2.164 -1.281 0.553 -0.208 0.00
C -2.467 -3.321 -1.672 1.129 -1.564 -0.485 0.01
N -2.676 -2.255 -0.959 -0.107 1.798 0.332 0.10
C -3.915 -1.848 -0.836 -1.505 -0.937 -0.220 0.01
H -5.592 -4.369 -2.366 -0.548 -0.106 0.044 0.00
H -3.064 -4.943 -2.751 -0.791 -0.347 -0.045 0.00
H -1.435 -3.601 -1.858 0.007 0.063 0.215 0.00
H -4.154 -0.944 -0.391 0.199 1.689 1.067 0.00
N -3.709 0.399 -2.612 1.236 1.274 0.907 0.05
C -2.804 1.066 -2.277 -1.261 -1.671 -0.677 0.02